DFT (ωB97M-V/def2-TZVPD) results for C36H41GeN2PdSeSi as an isolated structure.

Its energy relative to the best compared isomer or geometry (same formula, charge and spin) is 13.73 kcal/mol. Its HOMO-LUMO gap (alpha / beta) is 7.29 / 4.24 eV. For the lowest unoccupied orbital energy (alpha / beta), the calculation gives 0.0161 / -0.1085 Eh.

```
! wB97M-V def2-TZVPD RIJCOSX def2/J DEFGRID3
* xyz 0 4
Pd -0.24 0.65 0.27
C -2.75 -1.96 -3.02
C -3.74 -2.49 -2.02
C -3.22 -3.10 -0.76
C -3.49 -4.41 -0.56
C -2.99 -5.02 0.58
C -2.12 -4.37 1.45
C -1.83 -3.00 1.24
C -0.78 -2.36 2.05
C 0.62 -2.73 1.61
C -2.51 -2.33 0.24
N -2.30 -0.86 0.11
C -3.40 -0.21 -0.08
C -3.24 1.18 -0.49
C -4.26 2.09 -0.85
C -3.62 3.31 -1.00
C -2.23 3.03 -0.85
N -2.02 1.69 -0.52
H -3.21 -1.60 -3.96
H -2.11 -2.77 -3.35
H -2.10 -1.17 -2.68
H -4.43 -3.25 -2.53
H -4.52 -1.73 -1.81
H -4.11 -5.01 -1.26
H -3.09 -6.07 0.80
H -1.66 -4.90 2.29
H -0.89 -2.63 3.10
H -0.88 -1.27 2.02
H 0.75 -3.82 1.60
H 1.35 -2.23 2.30
H 0.88 -2.30 0.61
H -4.47 -0.54 -0.03
H -5.26 1.74 -1.12
H -4.04 4.26 -1.32
H -1.39 3.71 -0.87
C -2.29 1.38 3.18
Si -0.55 1.49 3.80
C 0.03 -0.12 4.53
C -0.37 2.82 5.12
Se 0.84 2.24 2.07
H -2.96 0.86 3.85
H -2.23 0.83 2.26
H -2.75 2.33 2.98
H 0.89 0.14 5.18
H 0.30 -0.86 3.83
H -0.75 -0.44 5.20
H -1.13 2.67 5.92
H -0.64 3.80 4.75
H 0.64 2.87 5.53
C 4.81 -2.44 1.13
C 4.51 -2.55 -0.23
C 3.69 -1.60 -0.80
C 3.14 -0.53 -0.06
C 3.46 -0.42 1.27
C 4.38 -1.36 1.86
Ge 1.85 0.80 -0.87
C 1.49 0.54 -2.70
C 1.84 1.36 -3.82
C 1.57 0.97 -5.13
C 1.07 -0.29 -5.40
C 0.85 -1.16 -4.35
C 0.96 -0.74 -3.04
C 2.51 2.65 -0.81
C 1.70 3.68 -1.32
C 2.06 5.04 -1.35
C 3.24 5.43 -0.67
C 4.08 4.45 -0.14
C 3.72 3.05 -0.21
H 5.40 -3.19 1.65
H 5.05 -3.29 -0.78
H 3.51 -1.66 -1.86
H 3.15 0.33 1.96
H 4.48 -1.36 2.95
H 2.27 2.33 -3.71
H 1.88 1.65 -5.93
H 1.11 -0.57 -6.45
H 0.65 -2.15 -4.60
H 0.68 -1.40 -2.20
H 0.79 3.45 -1.85
H 1.48 5.79 -1.85
H 3.55 6.48 -0.56
H 4.93 4.81 0.35
H 4.39 2.31 0.14
*
```